{"formula": "C62H58Br2ClFO4", "method": "ωB97M-V/def2-TZVPD", "homo_lumo_gap_ha": 0.29263, "total_energy_ha": -8406.26921, "symbols": ["C", "C", "O", "C", "O", "C", "C", "C", "C", "C", "C", "Cl", "C", "O", "C", "C", "C", "C", "F", "C", "Br", "C", "C", "C", "C", "Br", "C", "O", "H", "H", "H", "H", "H", "H", "H", "H", "H", "H", "H", "H", "H", "H", "H", "H", "C", "C", "C", "C", "C", "C", "H", "H", "H", "H", "H", "H", "C", "C", "C", "C", "C", "C", "H", "H", "H", "H", "H", "H", "C", "C", "C", "C", "C", "C", "H", "H", "H", "H", "H", "H", "C", "C", "C", "C", "C", "C", "H", "H", "H", "H", "H", "H", "C", "C", "C", "C", "C", "C", "H", "H", "H", "H", "H", "H", "C", "C", "C", "C", "C", "C", "H", "H", "H", "H", "H", "H", "C", "C", "C", "C", "C", "C", "H", "H", "H", "H", "H", "H"], "coordinates": [[-5.8682, -3.4746, -0.6495], [-5.7681, -4.1040, -2.0884], [-5.0215, -3.2844, -3.0164], [-5.2725, -5.6018, -2.1236], [-4.4652, -6.0038, -1.0025], [-3.2373, -5.3770, -0.9711], [-2.4984, -4.9320, -2.1581], [-1.2262, -4.2414, -2.0173], [-0.7172, -4.0055, -0.6486], [-1.4071, -4.4312, 0.5596], [-2.6834, -5.1257, 0.3781], [-3.5369, -5.6231, 1.8727], [0.6301, -3.2150, -0.5804], [1.4966, -3.4435, 0.2262], [0.7422, -2.0530, -1.6338], [0.2380, -2.2924, -3.0038], [0.3167, -1.3019, -4.0765], [0.9343, -0.0283, -3.7364], [1.0302, 0.9187, -4.7329], [1.4224, 0.2382, -2.3850], [2.2465, 1.9837, -2.0751], [1.3374, -0.7540, -1.2693], [1.8473, -0.5184, 0.2071], [0.7372, -0.6751, 1.3498], [0.1098, 0.7098, 1.8415], [1.5721, -1.4776, 2.9826], [-0.3864, -3.7129, -3.2315], [-0.2200, -4.3724, -4.2245], [-6.8617, -2.9840, -0.4435], [-5.0950, -2.6554, -0.5480], [-5.6860, -4.1897, 0.1909], [-6.8165, -4.1111, -2.5078], [-4.2906, -2.8431, -2.5514], [-6.1979, -6.2459, -2.0844], [-4.8087, -5.8069, -3.1257], [-2.8928, -5.0827, -3.1864], [-0.9638, -4.1924, 1.5535], [-0.0650, -1.5727, -5.0872], [2.6461, -1.2966, 0.3764], [2.3700, 0.4730, 0.2880], [-0.1416, -1.2924, 1.0134], [0.1198, 0.8242, 2.9569], [-0.9647, 0.8155, 1.5246], [0.7070, 1.5424, 1.3738], [4.4026, 4.4874, -6.7738], [3.6619, 3.6291, -5.9701], [2.8040, 2.7010, -6.5482], [2.6945, 2.6253, -7.9320], [3.4380, 3.4810, -8.7359], [4.2889, 4.4150, -8.1571], [5.0692, 5.2134, -6.3221], [3.7525, 3.6838, -4.8910], [2.2227, 2.0374, -5.9218], [2.0291, 1.8984, -8.3836], [3.3535, 3.4206, -9.8152], [4.8646, 5.0861, -8.7843], [3.3547, 10.3868, -9.9568], [4.0177, 9.8250, -8.8725], [3.7482, 8.5150, -8.4951], [2.8222, 7.7634, -9.2083], [2.1619, 8.3240, -10.2949], [2.4247, 9.6369, -10.6668], [3.5627, 11.4096, -10.2489], [4.7450, 10.4092, -8.3202], [4.2605, 8.0789, -7.6451], [2.6156, 6.7399, -8.9166], [1.4408, 7.7369, -10.8521], [1.9056, 10.0756, -11.5109], [-2.0329, 3.4100, -0.0186], [-2.3978, 3.6338, 1.3028], [-3.6830, 4.0549, 1.6158], [-4.6154, 4.2459, 0.6048], [-4.2576, 4.0192, -0.7185], [-2.9674, 3.6053, -1.0305], [-1.0310, 3.0803, -0.2508], [-1.6713, 3.4766, 2.0929], [-3.9594, 4.2325, 2.6487], [-5.6207, 4.5698, 0.8480], [-4.9851, 4.1655, -1.5086], [-2.6891, 3.4343, -2.0639], [5.4416, 2.0294, 5.2323], [6.1465, 1.4569, 6.2839], [5.9077, 0.1361, 6.6433], [4.9704, -0.6156, 5.9446], [4.2678, -0.0440, 4.8901], [4.5002, 1.2792, 4.5367], [5.6256, 3.0609, 4.9542], [6.8822, 2.0410, 6.8249], [6.4529, -0.3081, 7.4679], [4.7875, -1.6475, 6.2221], [3.5371, -0.6298, 4.3427], [3.9481, 1.7265, 3.7177], [5.9393, 0.5592, 10.4193], [6.6888, 1.0430, 11.4848], [6.4495, 2.3187, 11.9807], [5.4536, 3.1073, 11.4169], [4.7018, 2.6219, 10.3538], [4.9471, 1.3497, 9.8518], [6.1286, -0.4350, 10.0305], [7.4610, 0.4252, 11.9288], [7.0385, 2.6985, 12.8074], [5.2637, 4.1007, 11.8068], [3.9239, 3.2365, 9.9151], [4.3644, 0.9736, 9.0192], [-5.6562, 0.1077, 6.0875], [-4.2713, 0.2206, 6.0870], [-3.6242, 0.8353, 5.0219], [-4.3634, 1.3460, 3.9613], [-5.7485, 1.2362, 3.9636], [-6.3950, 0.6135, 5.0244], [-6.1605, -0.3747, 6.9168], [-3.6954, -0.1716, 6.9173], [-2.5432, 0.9174, 5.0186], [-3.8595, 1.8294, 3.1329], [-6.3248, 1.6361, 3.1368], [-7.4750, 0.5233, 5.0235], [-3.2201, -10.1947, -2.3366], [-2.9566, -9.0810, -1.5486], [-3.3945, -9.0420, -0.2305], [-4.0881, -10.1211, 0.3030], [-4.3487, -11.2369, -0.4838], [-3.9187, -11.2723, -1.8046], [-2.8811, -10.2235, -3.3658], [-2.4092, -8.2411, -1.9628], [-3.1945, -8.1703, 0.3817], [-4.4255, -10.0926, 1.3327], [-4.8884, -12.0795, -0.0670], [-4.1267, -12.1401, -2.4195]], "forces_ev_per_angstrom": [[0.270, 0.564, 0.312], [-0.599, -0.011, 0.143], [-0.094, -0.120, 0.671], [-1.586, -0.070, -0.525], [1.142, 1.019, -0.917], [1.378, 0.846, 1.015], [1.044, 0.339, 1.243], [-0.981, -0.361, 2.318], [-0.353, 0.008, -0.851], [-0.875, -0.511, -2.621], [1.418, 0.787, -0.933], [0.516, 0.351, -1.534], [-1.093, 0.227, -0.549], [-0.503, 0.111, -0.360], [0.000, 1.333, -1.285], [0.517, 0.831, 0.759], [0.894, -0.150, 2.428], [-0.409, -1.516, 0.919], [-0.180, -1.274, 1.732], [-0.478, -1.213, 0.142], [-0.639, -1.181, -0.224], [-0.804, -0.471, -1.925], [0.317, -0.399, -0.375], [-0.580, 1.211, -0.186], [0.172, 0.130, -0.482], [-0.550, -0.101, -1.033], [-0.262, 0.418, 1.019], [-0.275, 0.552, 0.251], [0.977, -0.544, -0.471], [-0.718, -0.857, -0.086], [-0.114, 0.385, -0.874], [1.157, -0.122, 0.230], [-0.371, -0.304, -0.085], [1.102, 0.499, 0.238], [-0.184, 0.175, 1.032], [0.273, 0.050, 1.053], [-0.562, -0.397, -0.906], [0.455, 0.519, 0.930], [-0.938, 0.758, -0.155], [-0.745, -0.870, -0.067], [1.269, 0.132, 0.479], [0.148, -0.192, -1.112], [1.059, -0.162, 0.094], [-0.675, -0.648, 0.594], [-0.029, -0.011, -0.013], [-0.001, 0.027, -0.048], [0.017, -0.002, -0.032], [0.050, 0.064, 0.029], [-0.024, -0.003, 0.001], [0.012, -0.011, 0.021], [-0.022, -0.035, -0.021], [-0.018, -0.008, -0.047], [0.176, 0.161, -0.148], [0.027, 0.033, 0.018], [0.007, 0.012, 0.051], [-0.018, -0.030, 0.020], [-0.013, -0.032, 0.001], [-0.013, -0.006, -0.002], [-0.007, 0.009, -0.049], [-0.012, -0.008, 0.000], [0.017, 0.030, 0.011], [0.029, -0.016, 0.026], [-0.008, -0.047, 0.015], [-0.042, -0.024, -0.022], [-0.023, 0.007, -0.037], [0.010, 0.045, 0.002], [0.030, 0.030, 0.034], [0.027, -0.019, 0.031], [-0.298, 0.040, 0.021], [0.119, -0.035, 0.049], [-0.035, 0.043, 0.002], [0.009, -0.019, -0.029], [0.049, -0.017, -0.006], [0.039, -0.020, 0.017], [0.093, -0.009, -0.077], [-0.036, 0.032, -0.011], [0.014, 0.002, -0.045], [0.048, -0.004, -0.014], [0.045, -0.002, 0.035], [-0.014, 0.006, 0.038], [-0.019, -0.033, 0.000], [0.007, 0.015, -0.002], [-0.022, -0.035, -0.069], [0.040, 0.083, 0.018], [-0.008, -0.062, 0.034], [0.033, -0.024, 0.046], [-0.001, -0.046, 0.017], [-0.053, -0.028, -0.002], [-0.001, 0.033, -0.043], [0.006, 0.041, -0.020], [0.227, 0.167, 0.143], [0.015, -0.028, 0.023], [-0.013, 0.062, 0.015], [0.005, 0.004, -0.018], [-0.032, -0.004, -0.021], [0.020, -0.036, -0.013], [0.027, -0.004, 0.018], [-0.025, -0.009, 0.034], [-0.015, 0.036, 0.028], [-0.032, 0.034, -0.025], [-0.031, -0.022, -0.029], [0.010, -0.043, -0.020], [0.042, -0.034, 0.012], [0.036, 0.023, 0.026], [0.007, 0.018, -0.038], [0.001, -0.007, -0.006], [-0.057, 0.007, -0.004], [0.036, -0.044, 0.040], [-0.002, -0.007, 0.007], [0.041, 0.008, 0.011], [0.026, 0.022, -0.037], [-0.028, 0.011, -0.045], [-0.042, 0.000, 0.009], [-0.036, -0.053, 0.020], [0.036, -0.022, 0.028], [0.044, 0.010, 0.004], [-0.016, 0.008, 0.020], [-0.035, -0.020, 0.000], [0.031, -0.027, -0.004], [0.021, 0.009, -0.042], [-0.002, 0.019, -0.017], [0.008, 0.027, 0.026], [-0.010, -0.001, 0.047], [-0.019, -0.028, 0.020], [-0.022, -0.049, -0.022], [0.016, 0.002, -0.046], [0.022, 0.043, -0.024], [0.016, 0.032, 0.029]], "mulliken_charge": [-1.00, 0.21, -0.57, -0.69, -0.37, 0.21, -0.51, 0.44, 0.51, -0.71, 0.39, -0.20, -0.07, -0.48, 0.03, 0.57, -0.93, 0.34, -0.29, -0.29, -0.19, 0.71, -1.29, 0.28, -1.06, -0.14, -0.21, -0.51, 0.29, 0.26, 0.22, 0.45, 0.34, 0.44, 0.30, 0.35, 0.56, 0.47, 0.42, 0.68, 0.11, 0.39, 0.26, 0.21, -0.33, -0.48, -0.08, -0.53, -0.36, -0.59, 0.38, 0.33, 0.47, 0.38, 0.38, 0.47, -0.38, -0.40, -0.38, -0.21, -0.48, -0.33, 0.35, 0.36, 0.37, 0.40, 0.36, 0.35, -0.42, -0.34, -0.46, -0.47, -0.37, -0.48, 0.45, 0.43, 0.53, 0.39, 0.37, 0.40, -0.45, -0.44, -0.44, -0.57, 0.34, -0.33, 0.37, 0.38, 0.45, 0.36, -0.09, 0.38, -0.40, -0.40, -0.38, -0.35, -0.47, -0.26, 0.39, 0.36, 0.35, 0.36, 0.36, 0.44, -0.43, -0.43, -0.46, -0.05, -0.61, -0.34, 0.36, 0.37, 0.39, 0.44, 0.39, 0.36, -0.51, -0.26, -0.03, -0.52, -0.34, -0.39, 0.37, 0.38, 0.20, 0.38, 0.36, 0.36]}